ORCA calculation (ωB97M-V/def2-TZVPD) on the molecule CH3NO3Si at a distorted geometry.

```
9
Properties=species:S:1:pos:R:3
N -3.152 -0.271 -0.154
C -2.046 -0.145 0.117
Si 0.091 -0.002 0.080
O 0.565 -0.237 1.643
O 0.581 1.494 -0.364
O 0.660 -0.981 -1.059
H 1.045 0.530 1.866
H 1.119 1.481 -1.183
H 1.138 -1.868 -0.945
```

Calculated values
Gap between HOMO and LUMO = 11.83 eV
E_LUMO = -0.0003 Ha
Charge = 0
F_max = 3.9 eV Å⁻¹